[1]
Formula: C4H5N2
Source: OMol25
Level of theory: ωB97M-V/def2-TZVPD

```
! wB97M-V def2-TZVPD RIJCOSX def2/J DEFGRID3
* xyz 1 1
H -3.55 -0.19 0.07
N -2.71 0.15 -0.41
C -1.59 -0.24 0.03
C -0.21 0.06 -0.19
N 0.91 -0.80 -0.17
C 1.98 0.17 -0.47
C 0.94 0.66 0.44
H -1.48 -1.12 0.68
H 1.80 0.39 -1.55
H 2.91 -0.06 0.03
H 1.01 0.99 1.53
*
```

## Properties
LUMO   -6.8 eV
Gap between HOMO and LUMO   8.67 eV
Total energy   -264.4650 a.u.
SMILES   [H]/N=C/C1=[N+]2C[C@@H]12


[2]
Formula: C32H57ClN3O11P2
Source: OMol25
Level of theory: ωB97M-V/def2-TZVPD

```
! wB97M-V def2-TZVPD RIJCOSX def2/J DEFGRID3
* xyz 1 1
C -1.83 2.83 1.05
O -0.48 2.68 0.72
C -0.05 1.33 0.85
C 0.34 1.08 2.32
C 0.07 -0.36 2.84
N -0.23 -1.32 1.77
C 0.80 -1.92 1.12
C 2.25 -1.61 1.42
C 3.03 -0.86 0.30
C 3.65 0.46 0.80
C 4.52 1.09 -0.29
O 3.74 1.93 -1.13
C 0.54 -2.86 0.14
C 1.67 -3.56 -0.58
C -0.78 -3.19 -0.20
C -1.10 -4.22 -1.24
C -0.73 -5.68 -0.84
C -1.98 -6.56 -0.72
Cl -1.52 -8.28 -0.94
C -1.82 -2.53 0.48
C -3.25 -2.85 0.18
C -4.05 -2.02 -0.59
C -5.37 -2.32 -0.86
N -5.96 -3.41 -0.38
C -5.20 -4.19 0.38
C -3.86 -3.99 0.69
C -1.52 -1.60 1.46
C -2.65 -0.88 2.16
C -3.33 -1.76 3.19
O -4.48 -2.10 3.08
N -2.48 -2.10 4.31
C -3.11 -1.44 5.48
C -2.54 -3.58 4.45
H -2.03 2.61 2.11
H -2.47 2.18 0.45
H -2.15 3.86 0.87
H -0.87 0.71 0.50
H 0.81 1.25 0.18
H -0.19 1.77 2.96
H 1.40 1.28 2.45
H -0.76 -0.32 3.54
H 0.90 -0.71 3.44
H 2.40 -1.07 2.35
H 2.73 -2.58 1.56
H 2.47 -0.73 -0.62
H 3.89 -1.49 0.05
H 4.30 0.22 1.64
H 2.88 1.13 1.16
H 5.37 1.64 0.11
H 4.92 0.30 -0.93
H 2.91 2.18 -0.72
H 2.23 -4.14 0.16
H 2.37 -2.86 -1.03
H 1.32 -4.26 -1.32
H -0.54 -3.95 -2.14
H -2.15 -4.20 -1.53
H -0.21 -5.73 0.12
H -0.15 -6.10 -1.65
H -2.47 -6.47 0.25
H -2.66 -6.35 -1.53
H -3.63 -1.10 -0.99
H -5.96 -1.65 -1.47
H -5.68 -5.06 0.80
H -3.32 -4.69 1.30
H -3.39 -0.60 1.42
H -2.31 0.05 2.62
H -4.09 -1.88 5.68
H -2.44 -1.50 6.34
H -3.27 -0.38 5.28
H -3.36 -3.88 5.09
H -1.57 -3.94 4.80
H -2.69 -4.00 3.45
C 4.64 4.78 -0.55
O 3.65 5.46 0.26
P 3.02 6.86 -0.28
O 2.46 7.49 0.92
O 1.94 6.18 -1.26
C 0.79 5.58 -0.67
O 3.31 8.02 -1.36
C 4.28 9.03 -0.99
H 4.91 3.87 -0.04
H 4.23 4.54 -1.53
H 5.53 5.40 -0.66
H 0.58 6.01 0.31
H 0.93 4.51 -0.57
H -0.06 5.77 -1.33
H 5.14 8.59 -0.48
H 3.81 9.77 -0.36
H 4.63 9.49 -1.91
C -0.94 2.75 -4.50
O -0.79 1.39 -4.97
P 0.28 0.42 -4.24
O 0.54 -0.65 -5.21
O -0.71 -0.02 -3.03
C -1.73 -0.95 -3.36
O 1.53 0.50 -3.24
C 2.81 0.87 -3.82
H -1.72 3.22 -5.09
H -1.23 2.76 -3.45
H -0.01 3.31 -4.63
H -1.48 -1.54 -4.23
H -2.68 -0.43 -3.54
H -1.86 -1.62 -2.50
H 2.70 1.66 -4.57
H 3.26 -0.01 -4.28
H 3.42 1.23 -3.00
*
```

## Properties
LUMO   -3.6 eV
Gap between HOMO and LUMO   8.29 eV
Total energy   -3388.1637 a.u.


[3]
Formula: Br2ClHNP
Source: OMol25
Level of theory: ωB97M-V/def2-TZVPD

```
! wB97M-V def2-TZVPD RIJCOSX def2/J DEFGRID3
* xyz 0 1
N 1.16 0.72 -0.12
P 0.04 -0.28 -0.22
Cl 0.21 -1.68 -1.67
Br -2.56 1.43 -0.27
Br -0.33 -1.47 1.63
H 1.49 1.28 0.64
*
```

## Properties
LUMO (spin up / spin down)   -2.9 / -3.2 eV
Gap between HOMO and LUMO (spin up / spin down)   7.31 / 6.42 eV
Total energy   -6004.9082 a.u.